C6H11NO as an isolated structure. Source: the Open Molecules 2025 dataset; level of theory: the ωB97M-V functional and the def2-TZVPD basis.

Output
- HOMO (alpha / beta) (eV) = -6.709 / -6.710
- HOMO-LUMO gap (alpha / beta) (eV) = 7.62 / 7.62

Geometry as XYZ:
```
19
C6H11NO, DFT the ωB97M-V functional and the def2-TZVPD basis
C 1.44 0.66 0.42
C -1.25 1.71 -0.52
C 2.57 -0.04 -0.29
C -0.16 -0.60 0.24
C -0.88 0.37 -0.07
N 0.04 -1.84 0.70
C -2.66 -0.94 -0.02
O -2.72 -2.02 0.52
H 0.70 -2.40 0.19
H -0.85 -2.29 0.94
H -3.64 -0.47 -0.35
H 1.48 0.61 1.51
H 1.33 1.70 0.11
H -2.28 1.72 -0.86
H -1.14 2.45 0.28
H -0.63 2.02 -1.37
H 3.53 0.47 -0.12
H 2.70 -1.06 0.05
H 2.41 -0.05 -1.37
```